Record 1
This record from the OMol25 dataset describes a molecular structure, C30H23Cl5F3NO5PtSTe. The level of theory is ωB97M-V/def2-TZVPD.

multiplicity	2
HOMO (spin up / spin down)	-11.00 / -11.00	eV
relative energy (zero: lowest compared OMol25 entry of this formula, charge and spin)	385.4	kJ/mol
net charge	+1
LUMO level (spin up / spin down)	-5.780 / -5.901	eV

CARTESIAN COORDINATES (ANGSTROEM)
Pt1 0.840 -0.411 -2.105
Cl1 3.534 -5.722 -6.650
C1 3.300 -4.333 -5.716
C2 2.037 -4.087 -5.115
Cl2 0.764 -5.196 -5.372
C3 1.851 -2.983 -4.325
Cl3 0.330 -2.686 -3.598
C4 2.904 -2.022 -4.090
O1 2.785 -1.027 -3.358
C5 4.170 -2.300 -4.749
Cl4 5.416 -1.181 -4.494
C6 4.361 -3.428 -5.517
Cl5 5.888 -3.748 -6.217
F1 -2.643 0.308 -4.574
C7 -2.262 0.681 -3.366
F2 -2.079 -0.442 -2.625
F3 -3.230 1.382 -2.797
S1 -0.614 1.564 -3.394
O2 -0.772 2.738 -4.167
O3 0.236 0.493 -3.953
O4 -0.353 1.737 -1.952
C8 -3.343 6.600 2.098
C9 -2.610 5.304 1.916
C10 -3.165 4.267 1.171
C11 -2.476 3.085 0.940
C12 -3.105 2.000 0.117
C13 -1.193 2.951 1.488
Te1 0.042 1.228 0.889
N1 0.927 -0.710 -0.229
C14 1.597 -1.146 0.813
O5 1.575 -0.457 1.870
C15 2.289 -2.465 0.778
C16 2.655 -3.074 -0.421
C17 3.298 -4.299 -0.405
C18 3.565 -4.928 0.803
C19 3.185 -4.330 1.995
C20 2.543 -3.103 1.989
C21 -1.228 -0.144 1.869
C22 -1.930 -1.056 1.089
C23 -2.762 -1.982 1.696
C24 -2.879 -1.989 3.077
C25 -2.154 -1.092 3.846
C26 -1.311 -0.153 3.261
C27 -0.510 0.789 4.111
C28 -0.613 3.959 2.258
C29 0.745 3.827 2.896
C30 -1.352 5.117 2.477
H1 -4.141 6.707 1.366
H2 -2.660 7.443 2.003
H3 -3.788 6.642 3.094
H4 -4.147 4.386 0.729
H5 -3.904 2.389 -0.510
H6 -3.524 1.224 0.761
H7 -2.352 1.546 -0.532
H8 2.451 -2.571 -1.355
H9 3.589 -4.767 -1.336
H10 4.082 -5.878 0.815
H11 3.381 -4.826 2.936
H12 2.225 -2.631 2.908
H13 -1.821 -1.049 0.011
H14 -3.313 -2.691 1.094
H15 -3.532 -2.703 3.560
H16 -2.227 -1.126 4.925
H17 -0.354 0.375 5.105
H18 -1.035 1.740 4.219
H19 0.466 0.966 3.652
H20 1.274 2.944 2.529
H21 0.641 3.740 3.978
H22 1.354 4.707 2.695
H23 -0.920 5.898 3.092

***

Record 2
This record from the OMol25 dataset describes a molecular structure, C30H23N9O8W. The level of theory is ωB97M-V/def2-TZVPD.

multiplicity	1
HOMO (spin up / spin down)	-13.15 / -13.30	eV
relative energy (zero: lowest compared OMol25 entry of this formula, charge and spin)	0.0	kJ/mol
net charge	+2
LUMO level (spin up / spin down)	-6.880 / -6.962	eV

CARTESIAN COORDINATES (ANGSTROEM)
W1 0.016 0.617 0.247
N1 0.253 -2.710 3.014
C1 0.327 -1.941 1.947
N2 -0.339 -0.819 1.819
C2 -1.156 -0.373 2.864
N3 -1.769 0.761 2.749
N4 -1.516 1.320 1.534
C3 -2.072 2.443 1.239
C4 -1.923 2.880 -0.134
C5 -2.548 3.992 -0.661
C6 -2.465 4.210 -2.029
C7 -1.769 3.312 -2.821
C8 -1.128 2.248 -2.216
N5 -1.192 2.040 -0.902
C9 -1.282 -1.195 4.046
C10 -2.094 -0.834 5.126
C11 -2.165 -1.654 6.229
C12 -1.429 -2.842 6.275
C13 -0.622 -3.214 5.220
C14 -0.554 -2.384 4.109
H1 0.807 -3.555 3.047
H2 0.986 -2.247 1.143
H3 -2.672 2.982 1.962
H4 -3.101 4.662 -0.018
H5 -2.949 5.071 -2.472
H6 -1.693 3.443 -3.891
H7 -0.524 1.555 -2.784
H8 -2.655 0.088 5.076
H9 -2.791 -1.381 7.067
H10 -1.491 -3.478 7.148
H11 -0.050 -4.134 5.254
C15 2.889 2.581 2.301
C16 1.818 1.857 1.578
O1 1.851 0.600 1.359
O2 0.782 2.434 1.126
H12 2.499 2.920 3.262
H13 3.175 3.466 1.734
H14 3.746 1.933 2.461
N6 -2.034 -2.489 -2.086
C17 -1.010 -1.826 -1.546
N7 -1.399 -0.782 -0.831
C18 -2.813 -0.784 -0.915
C19 -3.801 0.040 -0.368
C20 -5.119 -0.243 -0.662
C21 -5.485 -1.321 -1.479
C22 -4.531 -2.152 -2.019
C23 -3.206 -1.858 -1.717
H15 -1.945 -3.302 -2.674
H16 0.012 -2.118 -1.702
H17 -3.570 0.865 0.273
H18 -5.895 0.386 -0.247
H19 -6.532 -1.503 -1.682
H20 -4.796 -2.992 -2.648
O3 1.443 1.316 -1.198
C24 1.953 0.168 -1.361
O4 1.345 -0.785 -0.762
C25 3.152 -0.053 -2.173
C26 3.755 1.026 -2.809
C27 4.885 0.794 -3.563
C28 5.439 -0.463 -3.709
C29 4.810 -1.508 -3.062
C30 3.679 -1.333 -2.296
N8 5.367 -2.875 -3.193
O5 4.766 -3.766 -2.630
O6 6.353 -3.001 -3.876
N9 5.531 1.945 -4.243
O7 5.000 3.027 -4.109
O8 6.523 1.711 -4.891
H21 3.363 2.029 -2.724
H22 6.327 -0.621 -4.304
H23 3.231 -2.183 -1.804

***

Record 3
This record from the OMol25 dataset describes a molecular structure, C30H24BiClN3. The level of theory is ωB97M-V/def2-TZVPD.

multiplicity	1
HOMO (spin up / spin down)	-10.66 / -10.51	eV
net charge	+1
LUMO level (spin up / spin down)	-4.860 / -4.519	eV

CARTESIAN COORDINATES (ANGSTROEM)
Bi1 0.909 -1.393 -0.648
C1 4.385 -2.360 -2.749
C2 2.989 -2.923 -2.792
C3 2.060 -2.472 -3.728
C4 0.776 -3.007 -3.780
C5 0.400 -4.015 -2.900
C6 1.315 -4.476 -1.961
C7 2.596 -3.930 -1.907
H1 4.410 -1.332 -3.110
H2 5.051 -2.946 -3.386
H3 4.794 -2.385 -1.739
H4 2.350 -1.699 -4.431
H5 0.074 -2.651 -4.524
H6 -0.593 -4.443 -2.950
H7 1.041 -5.278 -1.286
H8 3.317 -4.314 -1.192
N1 -0.964 3.648 8.279
C8 -0.744 3.093 7.297
C9 -0.470 2.396 6.065
C10 -1.079 1.169 5.814
C11 -0.813 0.500 4.631
C12 0.052 1.050 3.688
C13 0.658 2.276 3.949
C14 0.402 2.949 5.131
C15 0.329 0.332 2.409
C16 -0.167 0.913 1.228
C17 -0.980 2.132 1.159
C18 -1.279 2.376 -0.116
C19 -0.661 1.332 -0.985
N2 0.005 0.438 -0.018
C20 1.053 -0.864 2.500
C21 1.590 -1.443 3.671
C22 2.216 -2.622 3.311
C23 2.058 -2.767 1.934
N3 1.366 -1.727 1.428
H9 -1.756 0.746 6.544
H10 -1.285 -0.454 4.432
H11 1.342 2.703 3.225
H12 0.877 3.898 5.339
H13 -1.273 2.712 2.020
H14 -1.861 3.196 -0.509
H15 0.110 1.802 -1.609
H16 1.528 -1.020 4.660
H17 2.734 -3.309 3.962
H18 2.412 -3.565 1.295
Cl1 -4.784 4.226 -5.474
C24 -3.877 3.162 -4.456
C25 -4.399 2.779 -3.229
C26 -3.667 1.928 -2.417
C27 -2.420 1.454 -2.816
C28 -1.617 0.558 -1.911
C29 -1.920 1.849 -4.051
C30 -2.641 2.701 -4.874
H19 -5.371 3.139 -2.920
H20 -4.078 1.622 -1.461
H21 -2.279 -0.055 -1.293
H22 -1.016 -0.121 -2.527
H23 -0.954 1.485 -4.385
H24 -2.251 3.005 -5.836

***

Record 4
This record from the OMol25 dataset describes a molecular structure, C30H24BrFeN3O6. The level of theory is ωB97M-V/def2-TZVPD.

multiplicity	6
HOMO (spin up / spin down)	-4.73 / -4.98	eV
relative energy (zero: lowest compared OMol25 entry of this formula, charge and spin)	59.8	kJ/mol
net charge	-1
LUMO level (spin up / spin down)	2.299 / 2.134	eV

CARTESIAN COORDINATES (ANGSTROEM)
Fe1 -0.497 1.743 0.417
O1 -0.220 3.604 0.043
C1 0.604 4.037 -0.859
C2 0.256 5.115 -1.695
C3 1.144 5.613 -2.624
C4 2.425 5.063 -2.746
C5 2.789 3.991 -1.966
C6 1.901 3.426 -1.031
C7 2.286 2.314 -0.235
N1 1.438 1.736 0.572
N2 1.845 1.090 1.671
C8 0.831 0.930 2.518
O2 -0.314 1.487 2.307
C9 1.078 0.122 3.718
C10 0.059 -0.058 4.652
C11 0.257 -0.869 5.756
C12 1.474 -1.509 5.945
C13 2.499 -1.320 5.027
C14 2.307 -0.511 3.922
H1 -0.736 5.533 -1.587
H2 0.845 6.438 -3.260
H3 3.125 5.475 -3.462
H4 3.775 3.550 -2.063
H5 3.302 1.924 -0.274
H6 -0.886 0.442 4.481
H7 -0.544 -1.012 6.470
H8 1.621 -2.156 6.801
H9 3.450 -1.818 5.172
H10 3.091 -0.357 3.194
Br1 1.323 0.028 -2.411
C15 -0.097 1.275 -2.631
C16 -0.362 1.716 -3.905
C17 -1.466 2.542 -4.093
C18 -2.289 2.787 -3.013
C19 -1.971 2.275 -1.772
N3 -0.823 1.568 -1.552
C20 -2.811 2.503 -0.552
O3 -3.888 3.071 -0.647
O4 -2.297 2.073 0.547
H11 0.247 1.385 -4.733
H12 -1.681 2.942 -5.075
H13 -3.202 3.357 -3.105
C21 -0.379 -6.714 -0.624
C22 -0.575 -5.225 -0.505
C23 -1.020 -4.474 -1.583
C24 -1.255 -3.107 -1.475
C25 -1.763 -2.349 -2.672
C26 -1.021 -2.479 -0.245
C27 -0.531 -3.207 0.841
C28 -0.252 -2.535 2.157
C29 -0.321 -4.573 0.694
C30 -1.413 -1.021 -0.082
O5 -2.561 -0.703 -0.369
O6 -0.461 -0.254 0.343
H14 -0.835 -7.093 -1.538
H15 -0.827 -7.230 0.226
H16 0.684 -6.966 -0.644
H17 -1.206 -4.965 -2.533
H18 -1.863 -3.013 -3.531
H19 -1.074 -1.544 -2.937
H20 -2.725 -1.891 -2.452
H21 -1.094 -1.915 2.469
H22 0.609 -1.871 2.064
H23 -0.045 -3.269 2.936
H24 0.043 -5.147 1.541

***

Record 5
This record from the OMol25 dataset describes a molecular structure, C30H24BrMoN7OS. The level of theory is ωB97M-V/def2-TZVPD.

multiplicity	1
HOMO	-6.59	eV
relative energy (zero: lowest compared OMol25 entry of this formula, charge and spin)	16.9	kJ/mol
LUMO level	-0.430	eV

CARTESIAN COORDINATES (ANGSTROEM)
Mo1 -0.764 -0.047 0.625
C1 -0.395 -2.392 4.340
C2 -0.386 -1.825 2.957
N1 -1.021 -0.752 2.626
N2 -1.780 -0.114 3.554
C3 -2.520 0.850 3.040
N3 -3.307 1.504 3.927
S1 -2.606 1.373 1.384
C4 0.323 -2.534 1.872
C5 0.956 -3.753 2.088
C6 1.558 -4.406 1.026
C7 1.517 -3.834 -0.234
C8 0.876 -2.615 -0.375
N4 0.304 -1.981 0.642
H1 -0.916 -1.712 5.006
H2 0.625 -2.541 4.701
H3 -0.902 -3.359 4.357
H4 -3.438 1.087 4.833
H5 -4.021 2.111 3.566
H6 0.969 -4.187 3.077
H7 2.051 -5.356 1.183
H8 1.967 -4.313 -1.091
H9 0.813 -2.116 -1.334
Br1 -3.615 -4.856 -4.535
C9 -3.184 -3.768 -3.040
C10 -3.528 -4.192 -1.753
C11 -3.223 -3.410 -0.668
C12 -2.551 -2.169 -0.804
O1 -2.316 -1.451 0.241
C13 -2.197 -1.767 -2.118
C14 -1.474 -0.556 -2.416
N5 -0.856 0.222 -1.593
C15 -0.016 1.191 -2.204
C16 0.940 0.797 -3.106
C17 1.876 1.710 -3.633
C18 1.867 3.012 -3.229
C19 0.885 3.456 -2.312
C20 0.820 4.792 -1.857
C21 -0.165 5.158 -0.991
C22 -1.115 4.187 -0.600
N6 -1.092 2.946 -1.001
C23 -0.086 2.556 -1.818
C24 -2.541 -2.573 -3.218
H10 -4.041 -5.136 -1.619
H11 -3.498 -3.717 0.333
H12 -1.420 -0.310 -3.478
H13 1.015 -0.250 -3.376
H14 2.621 1.357 -4.334
H15 2.599 3.719 -3.602
H16 1.558 5.505 -2.206
H17 -0.240 6.170 -0.618
H18 -1.927 4.455 0.069
H19 -2.280 -2.243 -4.217
N7 0.719 0.822 0.826
C25 1.924 1.483 0.908
C26 2.180 2.321 1.999
C27 3.377 3.012 2.081
C28 4.334 2.884 1.082
C29 4.086 2.050 0.000
C30 2.894 1.350 -0.090
H20 1.419 2.421 2.763
H21 3.563 3.659 2.928
H22 5.266 3.429 1.148
H23 4.827 1.944 -0.783
H24 2.694 0.701 -0.932

***

Record 6
This record from the OMol25 dataset describes a molecular structure, C30H24Cl2FeNOPS. The level of theory is ωB97M-V/def2-TZVPD.

multiplicity	6
HOMO (spin up / spin down)	-10.40 / -10.82	eV
relative energy (zero: lowest compared OMol25 entry of this formula, charge and spin)	65.3	kJ/mol
net charge	+1
LUMO level (spin up / spin down)	-2.443 / -3.954	eV

CARTESIAN COORDINATES (ANGSTROEM)
Fe1 -1.630 -13.619 -15.710
C1 -7.256 -14.835 -16.946
C2 -6.718 -14.147 -18.007
C3 -5.554 -13.419 -17.807
C4 -4.916 -13.487 -16.634
C5 -5.374 -14.305 -15.604
C6 -6.561 -14.972 -15.770
P1 -3.523 -12.345 -16.200
C7 -4.232 -11.031 -15.052
C8 -3.421 -9.928 -14.916
C9 -3.962 -8.799 -14.276
C10 -5.200 -8.900 -13.688
C11 -5.987 -10.047 -13.727
C12 -5.520 -11.107 -14.480
C13 -2.823 -11.581 -17.655
C14 -3.505 -10.587 -18.381
C15 -3.015 -10.110 -19.609
C16 -1.849 -10.670 -20.149
C17 -1.070 -11.527 -19.372
C18 0.253 -11.894 -19.802
C19 1.036 -12.642 -18.955
C20 0.527 -13.067 -17.690
C21 -0.694 -12.742 -17.263
C22 -1.538 -11.973 -18.066
H1 -8.233 -15.333 -17.122
H2 -7.263 -14.072 -18.918
H3 -5.265 -12.765 -18.673
H4 -4.762 -14.308 -14.686
H5 -7.001 -15.542 -14.955
H6 -2.434 -9.940 -15.349
H7 -3.354 -7.936 -14.234
H8 -5.669 -8.032 -13.096
H9 -6.983 -9.972 -13.377
H10 -5.942 -12.090 -14.565
H11 -4.430 -10.153 -17.960
H12 -3.629 -9.304 -20.098
H13 -1.473 -10.480 -21.118
H14 0.609 -11.684 -20.827
H15 1.955 -13.112 -19.263
H16 1.175 -13.576 -17.031
Cl1 0.021 -11.675 -14.345
C23 -0.578 -11.942 -12.705
C24 -0.215 -11.012 -11.780
C25 -0.516 -11.303 -10.426
C26 -1.029 -12.575 -10.089
C27 -1.326 -13.492 -11.055
Cl2 -1.947 -15.021 -10.629
C28 -1.218 -13.152 -12.384
S1 -1.709 -14.286 -13.592
H17 0.178 -10.041 -12.064
H18 -0.392 -10.516 -9.642
H19 -1.317 -12.778 -9.056
C29 -1.833 -17.589 -17.104
C30 -1.490 -16.593 -16.032
N1 -0.821 -17.073 -14.959
O1 -1.813 -15.417 -16.288
H20 -1.126 -18.408 -17.128
H21 -1.848 -16.985 -18.057
H22 -2.857 -18.013 -17.017
H23 -0.571 -18.010 -14.800
H24 -0.636 -16.347 -14.261

***

Values of total energy, in order: -135338.7138, -63085.2117, -54325.3863, -152688.8643, -126713.8565, -114587.1111, all in eV.